[1]
Here is a molecular structure, C5H7BrFN2 from the Open Molecules 2025 dataset. Energies are from ωB97M-V/def2-TZVPD.

## Properties
* calculated total energy: -2977.7742 hartree

The geometry in ORCA input format:
```
! wB97M-V def2-TZVPD RIJCOSX def2/J DEFGRID3
* xyz 1 1
C -2.644 -0.622 -1.319
C -2.725 -0.103 -0.025
C -0.690 -0.913 -0.380
C 2.837 0.637 1.574
C 3.058 0.898 0.276
N -1.487 -0.267 0.481
N -1.302 -0.885 -1.513
F 2.617 2.051 -0.252
Br -4.208 0.785 0.812
H -3.389 -0.659 -2.069
H 0.614 -1.304 -0.413
H 3.331 -0.089 2.131
H 2.178 1.419 2.004
H 3.797 0.322 -0.366
H -1.147 0.070 1.387
H -0.840 -1.339 -2.328
*
```



[2]
Here is 2 unconnected molecules or ions with the total composition C2H4BrN from the Open Molecules 2025 dataset. Energies are from ωB97M-V/def2-TZVPD.

## Properties
* SMILES: N#CBr.C
* calculated total energy: -2707.3259 hartree

The geometry in ORCA input format:
```
! wB97M-V def2-TZVPD RIJCOSX def2/J DEFGRID3
* xyz 0 1
N 1.728 1.900 0.532
C 2.245 0.896 0.559
Br 3.007 -0.709 0.862
C -1.387 -0.415 -0.377
H -2.478 -0.333 -0.253
H -0.889 -1.431 -0.250
H -1.020 0.268 0.370
H -1.206 -0.176 -1.442
*
```



Number 1: HOMO-LUMO gap 9.382 eV. Number 2: HOMO-LUMO gap 11.732 eV.